1.
150
Properties=species:S:1:pos:R:3:forces:R:3 method="wB97M-V/def2-TZVPD" orbital_gap_ha=0.256 multiplicity=1 charge=+1 lumo_ev=-2.8 total_energy_ha=-2856.22065 homo_ev=-9.730 molar_mass_g_mol=944.38
O 2.322 0.759 -0.109 -0.98 -0.77 1.01
N 1.385 0.543 2.010 -0.12 0.33 -0.43
N -6.704 -3.996 5.141 1.74 0.16 -0.63
N -5.095 -3.060 6.380 -0.79 -0.05 -0.41
N -0.142 -1.078 1.671 0.62 0.06 -0.25
C 0.032 0.177 2.444 0.66 -0.63 0.03
C -5.406 -0.777 0.681 0.54 -0.24 -0.16
C -3.978 4.130 0.792 0.18 -0.12 0.04
C -1.781 3.095 0.642 -0.85 0.79 -0.22
C -1.282 -3.768 6.196 0.01 0.51 -0.31
C -5.796 -5.091 2.517 0.88 -0.35 -0.46
C -6.247 -3.109 7.250 0.10 -0.12 1.15
C -4.259 -3.773 4.105 1.41 -1.67 -0.02
C -3.198 -3.070 2.805 -0.42 -0.67 -2.17
C -3.159 -4.018 7.694 -0.02 -0.48 -0.40
C -1.958 -2.212 2.888 1.36 0.35 0.06
C -4.675 -5.042 3.360 0.31 0.45 -0.01
C -2.244 -4.797 9.917 0.44 -0.02 -0.07
C -3.522 -4.429 9.151 -0.33 -0.50 -0.43
C -9.626 -1.928 3.855 -0.11 0.08 0.19
C 5.231 -1.635 0.248 -0.15 -0.11 0.11
C -4.619 -3.437 0.778 -0.42 -0.20 0.27
C -8.747 -2.381 1.597 -0.17 -0.05 -0.40
C -2.934 -1.984 6.354 0.34 -0.53 0.22
C -7.809 -6.168 4.559 0.20 -0.35 0.56
C -4.105 -3.247 9.929 -0.06 0.27 -0.02
C -5.847 -6.496 6.168 0.53 0.18 0.44
C -6.051 -6.278 1.802 0.36 0.39 0.61
C -5.702 -3.083 -0.023 0.58 0.23 -0.57
C -1.228 -1.917 1.760 -0.92 -0.34 0.66
C -3.629 5.041 -0.212 0.39 -0.21 -0.05
C 5.519 -2.267 1.463 -0.40 -0.04 -0.19
C -8.801 -6.856 3.859 -0.43 0.31 -0.47
C 2.885 -2.247 0.460 0.08 -0.42 0.11
C -3.468 -0.562 6.078 -0.31 -0.48 -0.43
C -7.570 -4.798 4.270 -1.71 -0.06 0.30
C -2.334 0.452 6.076 0.27 -0.02 0.13
C -4.091 -0.618 4.702 -0.32 0.08 -0.74
C -1.450 4.000 -0.396 0.00 -0.53 0.46
C 0.635 -0.957 0.406 -0.96 -0.08 0.19
C -8.133 -7.331 6.770 -0.11 0.03 0.10
C -1.637 -2.423 6.026 0.41 -0.13 0.35
C -4.432 -5.651 9.165 -0.36 -0.38 0.30
C 2.036 1.748 2.501 0.06 -0.12 -0.05
C -3.767 -2.966 6.913 0.93 0.25 -0.40
C -0.806 2.114 1.099 0.31 -0.70 0.87
C -9.621 -6.220 2.941 0.17 0.23 0.21
C -5.386 -3.593 5.139 -0.39 0.99 0.86
C -8.476 -2.591 3.088 -0.04 -0.55 0.02
C -2.362 4.960 -0.816 -0.52 0.10 0.20
C 3.932 -1.647 -0.260 -0.17 -0.01 0.20
C -3.068 3.164 1.222 0.42 0.32 -0.58
C -6.750 -8.420 4.994 0.03 -0.18 -0.16
C -4.005 -7.256 2.711 0.67 0.24 0.67
C -2.019 -4.555 7.080 -0.10 0.76 0.51
C -8.474 -4.124 3.397 -0.03 0.47 0.12
C -0.972 1.251 2.127 -0.23 0.40 -0.79
C 4.496 -2.938 2.140 0.01 0.01 -0.04
C -9.480 -4.850 2.753 0.13 -0.37 0.07
C -5.155 -7.340 1.927 -0.35 -0.08 -0.22
C -6.067 -1.738 -0.092 0.06 0.16 -0.04
C 1.563 0.203 0.681 0.39 0.92 0.02
C -4.371 -1.173 1.535 -0.59 0.43 0.39
C -7.135 -7.074 5.632 0.05 0.19 -0.37
C -7.366 -3.535 6.361 -0.90 -0.23 -0.32
C -7.154 -1.900 3.401 0.26 0.39 0.07
C 1.443 -2.193 -0.029 0.39 -0.02 -0.61
C 3.191 -2.941 1.636 0.24 0.38 -0.01
C -4.524 -0.095 7.086 0.11 0.03 0.24
C -4.099 -2.531 1.709 0.61 -0.35 -0.52
C -3.775 -6.100 3.452 -0.18 -0.13 -0.27
H -5.382 -7.191 6.879 -0.16 0.08 -0.17
H -1.652 -5.539 7.369 0.05 0.35 0.20
H -1.745 -5.683 9.514 -0.06 0.10 0.06
H -10.193 -4.349 2.099 0.33 -0.12 0.22
H -8.985 -7.914 4.049 0.17 0.46 -0.01
H -6.432 -2.143 7.728 0.06 -0.20 -0.09
H -6.283 -2.449 2.999 -0.44 0.46 0.17
H -9.761 -2.686 1.316 0.24 0.15 0.02
H -2.100 5.654 -1.617 -0.05 -0.22 0.27
H -4.554 -6.036 10.189 0.07 0.10 -0.25
H -2.902 -5.938 4.111 -0.44 -0.49 -0.49
H -8.647 -1.318 1.348 0.01 -0.17 0.05
H -3.336 2.450 2.001 -0.07 0.26 -0.20
H -10.392 -6.775 2.410 0.11 0.12 0.12
H -1.824 0.438 7.047 0.06 0.12 -0.19
H -8.034 -2.942 0.985 -0.22 0.12 0.11
H -6.209 -3.861 -0.610 0.31 0.53 0.04
H -0.069 -0.670 -0.402 0.38 -0.11 0.19
H -5.674 0.281 0.625 0.13 -0.35 -0.20
H -7.626 -9.030 4.753 0.26 0.02 0.06
H -7.027 -1.752 4.477 0.04 0.10 -0.19
H -3.334 -0.928 3.985 -0.01 0.32 0.03
H -2.742 1.457 5.908 0.11 -0.19 0.02
H 3.083 1.692 2.185 -0.25 0.13 0.16
H -9.535 -2.063 4.940 -0.05 0.06 -0.20
H 0.159 2.140 0.579 -0.46 -0.14 0.03
H -2.490 -5.005 10.964 -0.06 -0.02 -0.22
H -6.179 -8.246 4.075 -0.13 -0.14 0.23
H 4.714 -3.463 3.071 -0.04 0.13 -0.25
H -5.994 -5.551 6.688 0.03 -0.29 0.14
H -6.815 -1.422 -0.814 -0.12 -0.06 0.29
H -4.340 5.808 -0.524 0.22 -0.26 0.05
H -9.640 -0.850 3.646 -0.02 -0.21 0.04
H -4.122 -0.096 8.105 -0.10 0.00 -0.06
H -0.463 3.925 -0.867 -0.38 0.07 0.20
H -0.001 -0.053 3.518 0.25 0.06 -0.16
H 1.457 -2.118 -1.126 0.05 -0.28 0.22
H -7.683 -7.974 7.538 -0.02 0.10 -0.16
H -5.434 -0.700 7.064 0.23 0.16 -0.07
H -1.531 -3.965 9.915 -0.05 -0.14 -0.08
H -0.395 -4.176 5.712 -0.08 0.20 0.20
H 6.534 -2.247 1.861 -0.27 -0.04 -0.06
H -2.772 -4.054 2.392 -1.18 0.91 1.15
H -4.868 -1.383 4.635 0.04 0.55 0.05
H -4.000 -6.450 8.547 -0.12 0.16 0.20
H 3.714 -1.154 -1.208 0.07 -0.09 0.32
H -1.606 0.242 5.282 -0.10 0.10 0.17
H 6.015 -1.118 -0.305 -0.17 -0.19 0.14
H -5.091 -2.930 9.582 0.11 -0.01 0.06
H -7.981 -4.353 6.752 0.16 0.22 0.04
H -6.039 -3.836 8.035 -0.19 0.09 0.02
H -1.869 1.258 2.756 0.22 -0.01 -0.33
H -5.137 -6.320 5.357 -0.10 -0.12 0.25
H -6.124 -9.000 5.684 -0.14 0.13 -0.07
H -4.518 0.338 4.374 0.08 -0.03 0.16
H -7.135 -0.899 2.948 -0.07 -0.28 0.07
H -3.364 -3.979 4.766 -1.16 -0.23 -0.46
H -6.364 -4.175 2.312 0.34 -0.94 0.22
H 1.970 1.770 3.594 0.05 0.04 -0.21
H 0.916 -3.119 0.240 0.02 0.28 -0.05
H -4.189 -3.519 10.991 -0.03 0.08 -0.31
H -8.453 -6.402 7.259 0.06 -0.13 -0.07
H -5.372 -8.268 1.417 0.05 -0.04 -0.15
H -1.489 -2.412 0.808 -0.06 0.47 0.28
H -0.913 -1.749 5.574 -0.22 -0.10 0.22
H 1.578 2.656 2.079 0.22 -0.18 0.22
H -1.471 -2.070 3.842 -0.27 0.45 -0.23
H -5.437 -5.440 8.784 0.21 -0.10 0.07
H -9.032 -7.835 6.397 0.15 0.11 0.09
H -8.035 -2.702 6.121 0.10 -0.15 -0.04
H -4.815 0.932 6.834 0.06 -0.18 0.07
H -6.954 -6.354 1.193 0.38 -0.04 0.07
H -3.795 -0.417 2.094 -0.53 -0.49 -0.29
H -3.422 -2.389 9.851 -0.22 -0.15 0.08
H -4.967 4.164 1.249 0.21 0.09 -0.13
H 2.390 -3.462 2.166 0.25 0.14 -0.07
H -4.227 -4.459 0.747 -0.26 0.42 0.08
H -3.267 -8.062 2.815 -0.59 0.15 -0.33
H -10.592 -2.353 3.548 0.23 0.12 0.09

---

2.
57
Properties=species:S:1:pos:R:3:forces:R:3 method="wB97M-V/def2-TZVPD" orbital_gap_ha=0.288 smiles="Cc1ccc(C(=O)Nc2ccccc2N2CCN(C(=O)C(C)C)CC2)cc1C" multiplicity=1 lumo_ev=0.2 total_energy_ha=-1207.96694 homo_ev=-7.615 molar_mass_g_mol=379.50
O 4.596 -0.026 0.949 3.36 1.29 5.22
O -4.329 1.383 -0.714 2.20 -5.07 0.21
N 0.225 2.238 0.456 3.34 -2.52 -1.35
N -2.226 1.450 -0.094 1.62 -4.81 1.47
N 2.436 0.431 0.083 9.70 2.66 11.27
C 1.306 0.101 -0.288 -8.04 -1.32 -11.94
C -1.348 -3.230 1.822 -2.67 0.37 12.48
C -2.327 -2.782 1.081 -2.61 7.58 -6.17
C -0.286 4.589 0.309 3.27 -2.32 -2.34
C -3.883 -1.552 -1.002 -6.20 -0.70 -8.27
C 4.086 -0.778 -1.145 -0.62 -4.35 -1.95
C 1.511 2.499 1.171 1.01 -6.67 -6.20
C -2.808 -3.486 0.041 -4.45 0.00 -1.11
C -1.131 5.619 -0.024 -5.72 -3.52 1.05
C -2.590 5.090 -0.084 2.14 2.45 -1.06
C 3.813 -0.092 0.122 -6.75 -0.62 -5.89
C 2.034 1.076 1.683 0.92 2.29 -6.86
C -3.175 -0.872 -0.287 7.17 8.40 10.11
C -3.322 0.600 -0.418 -1.55 8.18 0.43
C -2.011 2.799 0.104 5.99 -5.72 -1.69
C -0.637 3.193 0.055 -1.39 4.98 4.43
C -2.421 -1.365 0.867 -1.35 0.34 -2.22
C 0.603 1.578 -0.826 2.99 -3.82 7.78
C 5.577 -0.822 -1.380 -2.45 -2.67 3.57
C -3.653 -2.801 -0.912 -1.07 -11.49 -0.10
C -2.783 -4.966 0.206 -2.60 -1.55 -2.22
C 3.550 -2.426 -0.742 7.50 0.92 -4.81
C -2.875 3.644 -0.139 -7.20 11.94 -1.05
H -4.413 -1.005 -1.796 -0.46 -0.88 0.34
H 1.378 2.871 1.997 -1.84 5.40 8.25
H -0.077 1.244 -1.399 -5.61 -1.37 -4.02
H 2.577 -2.355 -0.689 -5.03 -0.22 1.02
H -3.442 5.966 -0.245 2.18 -2.84 0.32
H -0.606 -3.646 1.488 7.50 -4.91 -4.41
H 4.216 -2.821 0.069 -1.14 0.37 -0.64
H -1.393 0.978 0.308 -0.80 0.04 -0.56
H 5.803 0.094 -1.627 2.11 5.29 -0.28
H 2.373 2.850 0.621 -0.20 0.82 -0.47
H 0.446 -0.554 0.000 1.04 0.12 1.31
H -1.843 -3.956 2.602 1.27 0.73 -0.88
H 3.537 -0.538 -2.150 0.69 0.00 2.32
H 2.958 1.006 2.125 1.82 0.30 1.60
H -4.317 -3.608 -1.451 1.41 1.79 0.36
H -0.933 6.647 -0.031 0.37 1.15 0.03
H 0.904 4.689 0.375 -2.78 0.30 0.09
H 6.085 -1.310 -0.549 0.22 0.70 0.06
H -1.758 -5.176 0.171 1.64 -1.24 -0.85
H -1.934 -0.565 1.422 0.06 -0.73 0.46
H 1.569 -0.405 -1.444 -1.26 0.82 2.23
H -3.019 -5.394 1.221 -0.53 0.84 -0.92
H -3.481 -5.507 -0.698 2.32 1.25 2.70
H 1.251 0.529 2.021 -2.04 -1.93 1.25
H -3.910 3.557 -0.382 -0.34 -1.06 0.23
H 5.844 -1.296 -2.207 0.69 -2.83 -3.75
H 3.821 -3.031 -1.849 -0.78 1.53 3.44
H -0.908 -2.450 2.447 -0.16 0.12 0.25
H 1.336 2.096 -1.245 3.14 2.14 -2.25

---

3.
7
Properties=species:S:1:pos:R:3:forces:R:3 method="wB97M-V/def2-TZVPD" orbital_gap_ha=0.362 smiles="O=CO[N+](=O)[O-]" multiplicity=1 lumo_ev=-1.3 total_energy_ha=-394.23995 homo_ev=-11.177 molar_mass_g_mol=91.02
O -0.409 0.457 -1.711 -0.88 0.95 0.04
O 0.389 -1.512 -1.911 -0.23 0.31 2.43
O 0.354 -0.463 0.302 0.79 -2.56 -1.66
O -0.135 0.075 2.356 0.35 -1.09 1.93
N 0.031 -0.549 -1.317 1.01 0.83 -0.33
C 0.012 0.430 1.253 -1.88 3.63 -1.83
H -0.241 1.563 1.028 0.84 -2.07 -0.58